1.
DFT (ωB97M-V with the def2-TZVPD basis set) results for one molecule with the formula C13H26N2O.

Calculated values
SMILES   CCCCOCCCNC1=NCCCCC1
Multiplicity   1
Net charge   0
F_max   0.62 eV Å⁻¹
HOMO energy   -8.304 eV
HOMO-LUMO gap   9.32 eV
Energy above the lowest of the compared OMol25 structures with the same formula, charge and spin   20.1 kcal/mol

Last column: Löwdin charge in e.
Atoms and positions in Å:
C 3.458 1.381 2.462  -0.108
C 3.607 0.948 3.915  -0.264
C 2.276 0.918 4.667  -0.187
C 1.306 -0.149 4.164  -0.237
O 0.627 0.318 3.022  -0.169
C -0.288 -0.615 2.498  -0.237
C -0.981 -0.007 1.287  -0.155
C 0.001 0.232 0.136  -0.202
N -0.623 0.834 -1.017  0.028
C -1.375 0.083 -1.875  -0.389
N -1.365 -1.183 -1.755  0.072
C -2.038 -2.019 -2.711  -0.241
C -1.457 -1.938 -4.128  -0.196
C -1.950 -0.731 -4.923  -0.221
C -1.514 0.610 -4.338  -0.196
C -2.099 0.873 -2.947  -0.112
H 4.427 1.394 1.968  0.069
H 2.803 0.698 1.929  0.054
H 3.026 2.377 2.408  0.077
H 4.062 -0.045 3.955  0.104
H 4.279 1.640 4.429  0.102
H 1.783 1.887 4.577  0.116
H 2.472 0.728 5.724  0.109
H 1.849 -1.079 3.927  0.128
H 0.571 -0.386 4.951  0.122
H 0.238 -1.539 2.208  0.130
H -1.032 -0.879 3.268  0.124
H -1.764 -0.684 0.943  0.109
H -1.435 0.941 1.584  0.116
H 0.411 -0.724 -0.192  0.117
H 0.807 0.887 0.474  0.112
H -0.876 1.805 -0.923  0.128
H -1.924 -3.043 -2.338  0.102
H -3.115 -1.795 -2.749  0.113
H -0.368 -1.911 -4.053  0.114
H -1.735 -2.846 -4.668  0.104
H -1.569 -0.806 -5.946  0.106
H -3.042 -0.760 -4.977  0.110
H -0.424 0.649 -4.280  0.119
H -1.842 1.406 -5.013  0.107
H -2.033 1.940 -2.721  0.106
H -3.155 0.590 -2.940  0.119

Cartesian forces (eV/Å) of the 6 atoms listed first:
0.1694 -0.1301 0.1253
-0.1900 0.1558 -0.0008
0.0495 -0.3645 -0.2143
0.0150 0.0567 0.3568
0.0480 0.2163 -0.1345
-0.3487 -0.0942 -0.1167

2.
DFT (ωB97M-V with the def2-TZVPD basis set) results for a 2-piece molecular cluster, C5H7N3 overall.

Calculated values
Multiplicity   1
Net charge   0
F_max   5.15 eV Å⁻¹
HOMO energy (alpha / beta)   -9.691 / -8.982 eV
HOMO-LUMO gap (alpha / beta)   9.65 / 8.63 eV
Energy above the lowest of the compared OMol25 structures with the same formula, charge and spin   151.9 kcal/mol

Last column: Löwdin charge in e.
Atoms and positions in Å:
C -2.991 -0.213 0.140  -0.147
C -2.493 1.214 -0.016  -0.095
C -0.840 -0.080 0.188  -0.400
C 0.353 -0.586 0.156  0.077
C 1.160 -1.781 0.274  -0.070
N -2.007 -0.974 0.158  0.101
N 1.953 1.893 -0.512  0.082
N -1.219 1.230 0.079  0.085
H -4.038 -0.646 0.188  0.122
H -2.954 2.156 -0.007  0.083
H 0.612 -2.669 -0.002  0.087
H 1.499 -1.889 1.282  0.082
H 1.962 -1.604 -0.401  0.071
H 1.259 2.118 -1.343  0.025
H 1.615 2.372 0.239  -0.104

Cartesian forces (eV/Å) of the 6 atoms listed first:
-2.6532 1.6542 -0.6844
-0.1079 -1.0978 1.1693
-1.6232 -1.7783 -0.7974
1.1712 0.3823 0.6128
-0.8685 0.5541 -0.3951
2.6500 -1.1922 0.8324

3.
DFT (ωB97M-V with the def2-TZVPD basis set) results for one molecule with the formula C4H10N2O.

Calculated values
SMILES   CNCC(=O)NC
Multiplicity   1
Net charge   0
F_max   2.45 eV Å⁻¹
HOMO energy   -8.682 eV
HOMO-LUMO gap   9.52 eV
Energy above the lowest of the compared OMol25 structures with the same formula, charge and spin   39.4 kcal/mol

Last column: Löwdin charge in e.
Atoms and positions in Å:
C -0.390 1.841 -1.509  -0.106
N 0.504 0.687 -1.760  -0.117
C 0.294 -0.421 -0.840  -0.150
C 1.038 -0.247 0.538  -0.447
O 2.150 0.232 0.691  0.040
N 0.472 -0.799 1.665  -0.001
C -0.852 -1.353 1.723  -0.119
H -0.786 2.202 -2.453  0.061
H 0.182 2.701 -1.132  0.081
H -1.248 1.553 -0.911  0.071
H 1.502 0.859 -1.772  0.099
H -0.770 -0.412 -0.593  0.084
H 0.605 -1.357 -1.263  0.116
H 1.156 -1.114 2.333  0.136
H -1.031 -2.347 1.282  0.086
H -1.315 -1.409 2.746  0.095
H -1.510 -0.617 1.256  0.070

Cartesian forces (eV/Å) of the 6 atoms listed first:
1.4279 0.1803 -0.8485
-0.4669 -0.8631 0.3023
-0.1970 1.9971 1.4036
0.6663 -0.6438 0.5103
-0.2484 0.2207 -1.1867
-0.4843 -0.6828 -0.2153

4.
DFT (ωB97M-V with the def2-TZVPD basis set) results for C9H20GeMoO2S4SbSe2 as an isolated structure.

Calculated values
Multiplicity   1
Net charge   -1
F_max   0.23 eV Å⁻¹
HOMO energy (alpha / beta)   -4.532 / -4.541 eV
HOMO-LUMO gap (alpha / beta)   6.67 / 6.68 eV
Energy above the lowest of the compared OMol25 structures with the same formula, charge and spin   0.0 kcal/mol

Last column: Löwdin charge in e.
Atoms and positions in Å:
Mo -0.141 -0.240 1.380  0.403
S -4.330 0.643 3.708  -0.205
Sb -2.718 -0.922 3.782  -0.030
S -2.151 -1.570 1.395  0.343
S -0.538 0.146 3.667  0.002
S -2.737 -2.814 4.985  -0.238
O 1.898 0.359 2.136  -0.316
C 2.990 0.888 1.384  -0.215
C 3.087 0.183 0.038  -0.570
C 4.535 0.439 -0.429  -0.235
O 4.782 0.099 -1.781  -0.051
C 2.910 -1.335 0.206  -0.511
Se 1.077 -2.051 0.335  0.605
C 2.131 0.804 -0.991  -0.520
Se 0.374 1.452 -0.384  0.640
H 1.800 0.821 2.979  0.046
H 3.905 0.722 1.962  0.134
H 2.845 1.961 1.228  0.123
H 5.226 -0.095 0.237  0.126
H 4.755 1.507 -0.354  0.131
H 4.540 -0.824 -1.913  0.077
H 3.464 -1.668 1.087  0.069
H 3.337 -1.853 -0.657  0.046
H 1.927 0.080 -1.781  0.054
H 2.613 1.668 -1.450  0.060
C -2.962 1.903 -1.832  -0.237
Ge -2.838 0.076 -1.137  0.668
C -1.747 -1.061 -2.289  -0.232
C -4.653 -0.659 -1.052  -0.228
C -2.135 0.066 0.693  -0.957
H -3.702 1.940 -2.634  0.010
H -1.998 2.232 -2.216  -0.017
H -3.274 2.590 -1.044  0.020
H -2.091 -1.003 -3.324  0.015
H -1.805 -2.100 -1.961  0.016
H -0.708 -0.739 -2.235  -0.026
H -5.114 -0.685 -2.041  0.011
H -5.272 -0.054 -0.389  0.021
H -4.624 -1.675 -0.656  0.009
H -2.657 0.772 1.349  -0.044

Cartesian forces (eV/Å) of the 6 atoms listed first:
-0.0085 -0.2169 0.0628
0.0138 -0.0871 0.0021
0.0586 -0.0065 -0.0226
-0.0155 0.0921 0.0488
0.0879 -0.0026 -0.1908
-0.0273 0.0843 -0.0255

5.
DFT (ωB97M-V with the def2-TZVPD basis set) results for C8H24BaO16S2 as an isolated structure.

Calculated values
Multiplicity   1
Net charge   -2
F_max   5.39 eV Å⁻¹
HOMO energy   0.292 eV
HOMO-LUMO gap   2.81 eV
Energy above the lowest of the compared OMol25 structures with the same formula, charge and spin   0.0 kcal/mol

Last column: Löwdin charge in e.
Atoms and positions in Å:
Ba 21.510 14.649 4.584  2.105
S 23.383 12.558 2.393  0.170
O 22.591 11.449 2.945  -0.399
O 22.467 12.946 1.270  -0.436
O 23.499 13.739 3.302  -0.642
O 24.697 12.169 1.921  -0.430
S 18.887 11.989 3.188  0.201
O 19.271 10.751 2.475  -0.412
O 20.125 12.798 3.080  -0.526
O 17.810 12.626 2.426  -0.436
O 18.546 11.796 4.615  -0.418
C 21.253 18.046 5.509  -0.252
C 21.315 17.477 6.912  -0.244
O 20.937 16.120 6.900  -0.192
O 22.177 17.426 4.629  -0.143
H 21.377 19.136 5.523  0.118
H 20.249 17.940 5.082  0.117
H 20.706 18.048 7.622  0.121
H 22.352 17.514 7.273  0.122
H 20.207 16.079 7.541  0.041
H 22.708 18.104 4.211  0.096
C 24.391 13.587 6.479  -0.252
C 23.207 12.878 7.105  -0.224
O 22.278 12.539 6.049  -0.200
O 24.114 14.899 6.017  -0.136
H 24.668 12.926 5.651  0.132
H 25.205 13.641 7.212  0.114
H 22.674 13.486 7.845  0.111
H 23.603 11.974 7.573  0.120
H 21.779 11.772 6.350  0.108
H 24.935 15.328 5.774  0.091
C 17.803 14.842 7.895  -0.191
C 18.756 13.736 7.459  -0.216
O 19.092 13.854 6.060  -0.231
O 18.578 15.999 8.262  -0.094
H 17.328 14.452 8.804  0.107
H 17.011 15.090 7.191  0.125
H 18.319 12.735 7.407  0.130
H 19.724 13.702 7.962  0.113
H 18.824 13.029 5.530  0.011
H 18.006 16.649 8.675  0.088
C 19.146 16.241 2.323  -0.235
C 20.107 15.570 1.371  -0.266
O 21.343 15.350 1.975  -0.229
O 19.014 15.646 3.624  -0.167
H 18.183 16.382 1.822  0.118
H 19.481 17.274 2.524  0.099
H 20.185 16.163 0.449  0.117
H 19.688 14.595 1.085  0.133
H 21.954 14.895 1.349  0.076
H 18.181 15.956 3.982  0.084

Cartesian forces (eV/Å) of the 6 atoms listed first:
-0.6969 -1.7282 -1.7167
-4.0207 -2.0661 -2.6428
1.8236 -0.2510 2.0947
1.2858 2.0593 -1.0375
0.5054 1.0524 1.4923
1.6870 -0.0446 0.0107

6.
DFT (ωB97M-V with the def2-TZVPD basis set) results for C10H14INOS as an isolated structure.

Calculated values
Multiplicity   1
Net charge   0
F_max   4.31 eV Å⁻¹
HOMO energy   -7.901 eV
HOMO-LUMO gap   8.15 eV
Energy above the lowest of the compared OMol25 structures with the same formula, charge and spin   15.8 kcal/mol

Last column: Löwdin charge in e.
Atoms and positions in Å:
C 1.278 -0.381 4.033  -0.107
C -0.080 -0.215 4.074  -0.132
C 1.874 -0.656 2.854  -0.097
C -0.893 -0.280 3.014  -0.026
C 1.121 -0.770 1.729  -0.055
C -0.267 -0.681 1.766  -0.279
C -0.185 1.236 -1.722  -0.244
C -0.540 2.645 -1.316  -0.204
C -0.100 -1.408 -3.286  -0.200
C -0.144 -1.724 -1.830  -0.801
N -1.024 -1.074 0.654  -0.177
O -2.390 -0.383 -1.419  -0.430
S -1.017 -0.297 -1.002  0.772
I -1.441 -3.356 -1.237  0.913
H 1.702 -0.346 5.007  0.097
H -0.589 -0.065 5.081  0.134
H 2.920 -0.882 2.581  0.124
H -1.958 -0.471 3.087  0.112
H 1.656 -0.993 0.850  0.092
H 0.906 0.990 -1.511  0.057
H -1.487 3.165 -1.692  0.096
H -0.699 2.982 -0.339  0.038
H 0.188 3.301 -1.647  0.036
H -1.076 -1.220 -3.610  0.054
H 0.479 -0.463 -3.470  0.091
H 0.215 -2.182 -3.908  0.056
H 0.791 -2.016 -1.472  0.025
H -1.990 -1.063 0.890  0.056

Cartesian forces (eV/Å) of the 6 atoms listed first:
-0.0348 0.1857 1.4357
-1.4717 0.7446 3.3155
2.0170 -0.3084 -1.1356
-0.0067 -2.2328 -3.6922
-1.6490 0.1773 -0.4057
-0.0365 0.9353 0.6853